Here is a structure of composition C39H40N6O5PS3Y from OMol25. Energies are from wB97M-V/def2-TZVPD.

Geometry (Å):
S -3.10936 0.54244 0.94214
O -4.16945 0.84283 1.86332
C -0.83176 -4.35957 -0.98813
C 3.01242 5.59792 0.77127
C 1.35877 -1.10924 0.88180
H 2.83366 1.27483 -3.22354
N 2.58374 -4.12383 0.17477
H 2.13101 -5.97474 -0.70446
H -5.74621 -1.78498 -3.45223
H -1.37376 -2.56376 0.05265
C -3.89822 -0.17394 -0.48500
C 2.84314 -5.56013 0.01587
H 3.85459 -5.72800 -0.34800
C 2.74661 -3.25207 -0.98079
H -2.17758 3.53570 2.30780
C -0.76671 1.95650 -5.61873
N 3.89765 5.90120 -1.32868
C -3.16733 -0.58578 -1.59888
C -0.93557 -2.16741 -2.00945
C -0.56728 -2.73647 -3.22599
H -3.30753 -1.49429 -3.53405
H -1.70754 -0.88239 3.70161
H 2.62739 6.13934 3.38880
H 1.25383 0.75804 5.08779
H -7.01848 -1.03152 -1.46185
S 4.24164 7.22087 -0.44822
C 1.32672 0.00280 4.30322
H 3.53002 -6.14692 2.00126
C 2.72488 3.76252 -0.92875
C 3.21781 5.08285 -0.55151
H -2.79658 0.95091 4.77880
H -3.41726 2.94228 3.43768
C -2.34462 3.06486 3.27180
C 1.71245 3.57009 1.31861
C -1.06576 -2.99660 -0.89329
H 2.92016 -2.23132 -0.66168
C 0.21030 1.06960 -5.19382
O -2.32232 1.70383 0.47051
H 1.43248 -5.03666 2.91770
C 2.56786 1.81760 -2.32670
H -2.68769 2.80886 -5.19094
H 1.13264 0.96860 -5.75112
C -0.45052 -4.91577 -2.20287
H -0.61542 2.54386 -6.51491
C 0.88784 3.23005 3.50247
H -1.89976 3.67644 4.06146
O 0.13274 -0.04698 3.52961
H 2.37888 -0.74746 1.01321
C 1.46422 4.36286 3.98088
H 2.13033 -7.07857 1.42428
C -5.94397 -0.91031 -1.50084
H 3.67947 3.66436 -2.80700
C -1.07106 -0.21843 4.28256
N 3.54622 6.78904 0.95345
S 1.01353 -2.51213 1.83939
C -5.23150 -1.33106 -2.61515
C 2.60333 -6.09968 1.42374
Y -0.12646 0.95063 1.25487
C 3.05142 3.15274 -2.08941
N 1.71375 -5.07023 1.95247
C -1.75772 1.11898 4.46954
O -1.71562 1.78884 3.23085
H 2.13654 0.27680 3.63062
H -0.48159 -2.12090 -4.10945
N 0.92993 2.78741 2.21234
C 2.29278 4.82453 1.77618
H 0.81113 -0.32970 -3.70083
H 1.52325 -0.97768 4.74480
C -5.27851 -0.33357 -0.43264
H -1.26498 1.72982 5.23767
H -3.03117 1.48777 -3.15240
P -1.33533 -0.39648 -1.68597
C -2.12307 1.35508 -3.72657
H 1.86582 -3.29136 -1.62623
H 3.61513 -3.60422 -1.53429
C 1.90458 3.08749 0.06354
C -1.92926 2.10338 -4.87740
C -0.31888 -4.10110 -3.31868
H -0.84666 -0.67707 5.24838
C 1.72855 1.25961 -1.42099
H 1.33901 0.26386 -1.61574
C -1.15651 0.44477 -3.29959
H 1.11544 -1.26438 -0.16634
C 1.85007 -3.91725 1.26167
N 1.29367 1.84163 -0.26202
H -0.95616 -4.98589 -0.11221
C 2.17733 5.20938 3.06588
C 0.02235 0.33036 -4.03698
H -0.03593 -4.52947 -4.27201
H -5.80855 -0.00026 0.44722
O -2.13429 -0.47182 1.42174
H 0.32946 2.60899 4.18996
H 1.36070 4.61893 5.02599
H -0.27526 -5.98146 -2.28652
C -3.85798 -1.16927 -2.65930

Output
- lowest unoccupied orbital energy (eV) = -0.250
- highest occupied orbital energy (eV) = -3.98
- multiplicity = 1
- strongest force on any atom (eV/Å) = 0.572
- HOMO-LUMO gap (Ha) = 0.137



Here is a structure of composition C39H41AsGdN2O5S in a non-equilibrium geometry from OMol25. Energies are from wB97M-V/def2-TZVPD.

Geometry (Å):
N 0.22704 -2.43053 -1.41444
C 6.41268 0.07361 1.15247
H -4.31342 0.00922 -0.52286
C -0.93651 3.45192 0.88902
H 8.09295 0.96045 0.15638
O -1.99709 0.93333 -0.84776
C 0.03359 2.58879 1.36785
As 2.51590 1.24172 1.50537
C 2.46717 -3.29830 -4.86523
H -1.98372 1.24355 3.50137
H -5.47902 -2.13669 -1.04944
H -2.49984 -4.95461 1.45937
C -2.00517 -1.62468 2.19658
H -1.09566 -4.03564 -0.15475
H 2.69624 3.73243 -0.40896
H -3.03186 -2.82163 -2.78686
H 4.47787 3.21499 -0.00461
C 2.47195 -0.95062 -5.38763
C -4.42183 -2.03192 -1.29884
H 0.97700 5.26976 -1.23050
O 0.36746 -0.15765 -1.88524
H -4.02756 2.21365 -2.15000
C 4.36921 1.33413 1.05214
H -1.34330 -0.06498 -3.82566
H -1.35135 5.09038 -0.42885
C 2.82510 -2.25268 -5.71067
C 1.35860 2.68310 0.90893
C -2.90433 -1.54847 3.30273
C -0.59551 4.41298 -0.05159
C -3.80402 2.35290 -3.21129
C 1.31671 0.01042 5.27277
H 0.72033 -0.31475 3.23744
C 1.76075 -0.69482 -4.22271
H -3.96710 -4.76480 3.43260
H -1.66543 2.26022 -2.94593
H -1.95382 3.37397 1.24937
H -3.10376 -0.26522 -3.94670
H 0.54348 -0.63056 5.67966
C 0.62399 -1.42026 -2.14410
C 1.69192 3.64752 -0.03091
H 6.83814 2.95646 -0.57998
H -4.59463 1.87636 -3.79937
H -4.64324 -2.43093 -3.42605
H -3.39571 0.93157 2.46858
H 4.09285 2.28512 3.81908
H 1.48264 0.31704 -3.95406
H 2.15875 0.48458 7.18720
H 2.74881 -4.31388 -5.11571
H -3.84152 3.42387 -3.41892
H 1.47200 -3.84969 -3.03715
N -0.40594 -2.09433 -0.23730
C -1.09695 -3.06633 0.33284
C 5.07269 0.20513 1.47437
C -4.10466 -2.83252 -2.56229
C 1.75618 -3.04675 -3.70318
H -2.18588 2.03453 -4.60655
H -0.21809 1.89241 2.16376
H 3.93025 1.93662 6.26265
C -2.42982 1.79194 -3.57007
C 3.22206 1.45664 5.59873
H -4.22922 -2.56318 4.59483
H 6.96168 -0.80079 1.47676
C -3.42208 -3.89931 3.07478
H 3.37697 -2.45453 -6.62120
Gd -0.20735 0.11682 0.15560
H 4.57171 -0.56505 2.04436
C 0.71217 4.51433 -0.50174
S -2.33610 -0.28934 -1.72436
O -1.30682 -0.58387 1.83730
H -4.39998 -3.87508 -2.44467
C -1.88308 -2.89896 1.49833
C 6.34231 2.18498 -0.00485
C 2.22373 0.63898 6.11633
C -2.60515 -4.00796 1.97689
C 1.39379 -1.73879 -3.37629
C 3.31505 1.65520 4.23058
C 4.99892 2.32561 0.31183
C 7.04505 1.06323 0.41034
C -2.30329 0.28213 -3.44119
C 1.40505 0.19535 3.90014
O 1.82908 -0.09966 0.77519
O -3.11081 -0.42598 4.03683
H -3.85565 -2.43124 -0.45463
H 2.75614 -0.13398 -6.04092
H -3.61899 1.52004 4.12759
C -3.01280 0.88642 3.48565
C 2.40036 1.02626 3.39401
H -4.67497 -0.08933 -2.26421
C -4.11634 -0.54238 -1.44478
C -3.57692 -2.66791 3.73641

Output
- charge = +1
- lowest unoccupied orbital energy (alpha / beta) (eV) = -2.586 / -2.570
- highest occupied orbital energy (alpha / beta) (eV) = -9.71 / -9.72
- multiplicity = 8
- strongest force on any atom (eV/Å) = 2.438
- HOMO-LUMO gap (alpha / beta) (Ha) = 0.262 / 0.263



Here is a structure of composition C39H41BrHgN9O5S2 in a non-equilibrium geometry from OMol25. Energies are from wB97M-V/def2-TZVPD.

Geometry (Å):
C 1.03827 -3.36832 5.30293
C -3.83603 1.64202 4.55016
C 0.83763 -3.42117 3.92811
Br 4.46107 2.96604 -5.17687
H -0.90882 4.57824 -4.36385
H 2.43768 -4.79101 6.10056
H -1.33706 3.39398 -6.50712
H 4.29655 -1.44199 4.72927
C -3.51637 0.33995 4.26595
H -3.74757 2.78655 1.37898
C 1.83997 0.55796 2.41999
C -2.10405 -0.55453 -4.17148
H -4.00532 1.95787 5.57530
Hg -1.89546 0.44630 -0.40032
C -1.59690 1.47667 -5.55393
H 3.17954 -3.47039 5.20399
H 6.96966 1.63116 1.96756
H 0.11170 -2.95371 7.19009
H -3.28761 -2.01867 -5.21597
H 1.65814 -3.69465 3.27790
H 2.47359 -0.84312 3.65469
C -1.32686 2.85364 -5.56700
N 2.02712 1.67859 1.73917
N -0.52485 1.63058 -8.32682
C -1.93989 0.72025 -6.73880
H -2.94336 -2.44118 0.77363
S 0.34436 -0.15025 2.59015
N -2.98490 -2.27404 -0.22984
C 4.88770 -0.76752 4.12363
C -1.18361 2.79891 -3.18350
N 2.86270 -0.09008 3.09611
N -1.47177 1.51924 -3.15467
C -2.72643 -0.44421 -6.54009
C -0.40009 -3.13158 3.38432
N -3.44066 0.85400 1.93431
C -1.11018 3.51575 -4.37939
C 6.25030 -0.67880 4.31374
H -0.57204 -3.17107 2.32170
H -1.06925 -4.94468 -1.00480
H -0.32214 5.81064 -0.14745
H -1.22761 5.57163 1.35334
S -3.09499 -2.58238 3.47280
H 8.06890 0.29674 3.72643
H 2.84021 4.42048 -7.17143
H -3.17853 -0.89195 -7.41475
C 5.02026 0.85734 2.36210
C -3.71615 2.11196 2.22445
C 4.23298 0.02663 3.16723
C -0.71317 3.73510 0.31698
C 2.35985 3.45970 -7.04766
H -2.56313 -3.15433 -2.05076
C -2.78495 -1.06786 -5.33410
O -1.89088 3.50415 0.03110
H -0.01597 -1.87128 0.68636
H 0.77678 -1.23636 -0.62129
C -1.22699 -3.95648 -0.55884
O -3.20529 -3.74731 2.61121
O -1.91280 -1.22120 -3.15459
C -1.26654 -2.71410 5.57331
H -4.18162 3.60270 3.69198
H 4.58424 1.41932 1.55292
C -3.94865 2.56362 3.50954
H -1.03503 3.27899 -2.22771
N -3.09879 -1.31235 2.53123
C -2.59627 -3.43793 -0.99593
N -0.01388 -1.79414 -0.32207
H 2.90097 2.17357 1.74440
C 0.53592 1.93835 -7.53357
C 7.00612 0.20448 3.55613
H 0.88419 -3.65023 -0.81442
H 1.24209 2.10746 1.19437
H 6.72450 -1.28722 5.07311
C 2.29680 1.28673 -5.99738
H -0.13648 -2.87336 -2.05716
C 6.38328 0.95269 2.57221
O 0.25453 2.94904 0.24995
C -1.68267 0.85546 -4.28764
C -0.02666 -3.00412 6.11798
H 0.76826 3.88977 -8.39911
C -0.40300 5.19892 0.75053
H -3.32152 -4.26741 -0.87898
C 2.37623 -3.71981 5.89540
N -1.54212 0.93846 -7.99698
H -2.10639 -2.44308 6.19511
C 2.89160 2.52544 -6.17589
H -3.42181 -0.40845 5.03651
H -3.92737 -1.98290 -0.45886
H 0.52946 5.24290 1.30680
H 0.65470 0.03952 -6.52098
H 2.72973 0.55845 -5.32671
O -4.04139 -2.55917 4.58318
C -0.05246 -3.07502 -0.98724
H -1.23759 -4.07479 0.52708
C -1.45140 -2.78676 4.20912
H 2.53736 -3.19134 6.83391
C -3.34044 -0.06343 2.91674
C 1.13368 0.99782 -6.66663
C 1.20517 3.15994 -7.73317

Output
- charge = -2
- lowest unoccupied orbital energy (alpha / beta) (eV) = 3.576 / 3.576
- highest occupied orbital energy (alpha / beta) (eV) = -1.94 / -2.28
- multiplicity = 2
- strongest force on any atom (eV/Å) = 2.045
- HOMO-LUMO gap (alpha / beta) (Ha) = 0.203 / 0.215